A structure of composition C32H37ClFN5O6S2Sb2Ti, computed with ωB97M-V with the def2-TZVPD basis set.

Geometry (Å):
Ti 0.2544 1.2644 1.2135
S 1.0132 4.8145 2.2472
C -0.1969 4.4651 1.0379
N -0.5884 3.3115 0.5605
C -1.6063 3.5000 -0.3948
C -2.2865 2.5020 -1.0973
C -3.2706 2.8685 -1.9929
C -3.6024 4.2091 -2.2049
C -2.9572 5.2063 -1.5032
C -1.9641 4.8346 -0.6022
S -1.0008 5.8594 0.4046
H -2.0690 1.4605 -0.9105
H -3.8015 2.0950 -2.5320
H -4.3758 4.4679 -2.9150
H -3.2118 6.2475 -1.6457
C 2.4246 -4.0240 0.4476
Sb 1.3786 -2.8722 -1.0223
C 0.9314 -4.5503 -2.2896
C 3.1726 -2.2914 -2.0974
C 2.8702 -1.8044 -3.4742
C 2.8403 -2.7260 -4.5253
C 2.5163 -2.3570 -5.8169
C 2.2102 -1.0308 -6.0938
C 2.2373 -0.1055 -5.0676
C 2.5588 -0.4651 -3.7567
C 2.5399 0.5986 -2.7062
Sb 0.5816 1.1668 -1.9728
C 0.2788 2.7811 -3.3563
C -0.6881 -0.2707 -2.9214
H 3.0756 -3.3583 1.0085
H 3.0147 -4.7925 -0.0517
H 1.7224 -4.4954 1.1329
H 1.8041 -5.1959 -2.3908
H 0.6171 -4.2092 -3.2750
H 0.1176 -5.1217 -1.8444
H 3.8082 -3.1773 -2.1260
H 3.6548 -1.5499 -1.4656
H 3.0870 -3.7595 -4.3112
H 2.5082 -3.0986 -6.6050
H 1.9601 -0.7209 -7.0999
H 2.0071 0.9327 -5.2810
H 2.9292 1.5315 -3.1219
H 3.1366 0.3496 -1.8322
H -0.7905 2.9358 -3.4953
H 0.7377 2.5484 -4.3153
H 0.7145 3.6993 -2.9631
H -1.3808 0.2524 -3.5800
H -1.2469 -0.8197 -2.1652
H -0.0883 -0.9664 -3.5074
Cl -4.1833 1.7940 3.7471
C -3.1240 0.6284 2.9774
C -3.0059 -0.6716 3.7117
C -2.0269 -1.9779 1.7271
C -1.3940 -1.0060 1.0701
N -1.5590 0.3760 1.0700
C -2.5013 1.0188 1.8574
H -3.8524 -0.7295 4.4037
H -1.6683 -2.9840 1.5503
H -0.5727 -1.3204 0.4296
H -2.6977 2.0422 1.5521
F -4.0977 -3.9919 2.6070
C -3.4715 -3.1069 3.3689
C -3.1695 -1.8257 2.6976
N -1.7680 -0.7295 4.5170
C -0.9639 0.4755 4.6858
C -0.0710 0.7614 3.5079
O 0.4962 -0.1383 2.8648
O 0.0449 1.9735 3.0663
C -1.6050 -1.6614 5.5112
O -0.7603 -1.5622 6.3822
N -2.4768 -2.7502 5.5863
C -3.2097 -3.5538 4.7073
O -3.6161 -4.6320 5.1090
H -4.0877 -1.5854 2.1456
H -0.3219 0.3038 5.5514
H -1.5831 1.3507 4.8823
H -2.2953 -3.2605 6.4406
N 3.3193 2.7274 1.1901
C 3.4938 1.5026 1.9910
C 3.0551 0.2696 1.2275
O 3.7218 -0.7364 1.1685
O 1.9016 0.4208 0.6121
H 4.2161 3.1513 0.9885
H 1.9315 3.8687 1.8897
H 2.9283 2.4849 0.2806
H 2.8704 1.5466 2.8930
H 4.5277 1.3875 2.3087

The calculation puts the LUMO energy (alpha / beta) at -0.456 / -0.827 eV. The calculation puts the total energy at -4653.29147 hartree. Its spin multiplicity is 3. For the relative energy (zero: lowest compared OMol25 entry of this formula, charge and spin), the calculation gives 325.1 kJ/mol. As for the HOMO energy (alpha / beta): -7.796 / -7.959 eV.